The following is a quantum chemistry calculation of one molecule with the formula C4H11NO2 in a non-equilibrium geometry, from the OMol25 dataset.

```
18
Properties=species:S:1:pos:R:3
C 1.37 -0.15 -0.47
C 0.16 -0.14 0.42
C 0.46 0.34 1.84
O 1.11 -0.71 2.54
N -1.00 0.52 -0.17
C -1.63 -0.13 -1.29
O -0.97 0.15 -2.50
H 2.30 -0.51 -0.01
H 1.59 0.84 -0.88
H 1.34 -0.75 -1.39
H -0.22 -1.15 0.57
H 1.13 1.21 1.82
H -0.51 0.54 2.30
H 1.40 -0.40 3.37
H -0.80 1.46 -0.48
H -2.64 0.29 -1.33
H -1.66 -1.20 -1.06
H -1.44 -0.21 -3.25
```

* HOMO-LUMO gap: 10.1 eV
* SMILES: C[C@@H](CO)NCO

Here are the Löwdin charges for atoms 1 to 6, given in e: -0.063, -0.398, -0.223, -0.051, -0.021, -0.305

=====

The following is a quantum chemistry calculation of a 2-piece molecular cluster, C4H11NO2 overall in a non-equilibrium geometry, from the OMol25 dataset.

```
18
Properties=species:S:1:pos:R:3
C -0.95 0.59 0.41
C -0.57 0.02 1.77
C -0.53 -0.24 -0.85
N -1.48 -1.18 -1.17
C -1.43 -1.71 -2.56
O 0.34 0.10 -1.62
H -2.03 0.67 0.41
H -0.52 1.58 0.25
H -0.63 0.73 2.61
H 0.44 -0.41 1.82
H -1.20 -0.80 2.10
H -2.38 -1.03 -0.77
H -0.46 -2.19 -2.68
H -2.31 -2.33 -2.67
H -1.51 -0.83 -3.21
H 5.78 2.14 2.34
H 4.53 2.88 1.77
O 4.89 2.01 2.04
```

* HOMO-LUMO gap: 10.4 eV
* SMILES: CCC(=O)NC.O

Here are the Löwdin charges for atoms 1 to 6, given in e: -0.156, -0.111, -0.503, -0.007, -0.057, 0.066

=====

The following is a quantum chemistry calculation of a 2-piece molecular cluster, C4H11NO2 overall in a non-equilibrium geometry, from the OMol25 dataset.

```
18
Properties=species:S:1:pos:R:3
C 2.13 1.64 1.58
N 1.36 0.73 2.25
C 0.05 0.32 1.71
C 0.18 -0.88 0.77
C -1.06 -1.79 0.79
O 1.75 2.16 0.56
H 3.08 1.77 2.13
H 1.54 0.33 3.15
H -0.53 0.05 2.59
H -0.30 1.15 1.10
H 0.38 -0.50 -0.23
H 1.03 -1.54 0.93
H -0.86 -2.80 0.45
H -1.90 -1.35 0.25
H -1.36 -1.88 1.84
H -2.25 1.14 -6.03
H -1.64 0.90 -7.37
O -1.63 0.55 -6.48
```

* HOMO-LUMO gap: 10.6 eV
* SMILES: CCCNC=O.O

Here are the Löwdin charges for atoms 1 to 6, given in e: -0.364, 0.007, -0.185, -0.248, -0.111, 0.018

=====

no.,highest occupied orbital energy (eV)
1,-9.197
2,-9.530
3,-9.638